1.
{"formula": "Cl2H3N2P", "method": "ωB97M-V with the def2-TZVPD basis set", "species": ["Cl", "Cl", "P", "N", "N", "H", "H", "H"], "coordinates": [[1.780, -0.984, 0.240], [1.114, 2.024, 0.112], [0.198, 0.198, 0.210], [-0.902, 0.157, 1.286], [-0.650, -0.218, -1.153], [-0.422, -0.290, -2.128], [0.361, -0.191, 2.241], [-1.479, -0.696, -0.808]], "mulliken_charge": [-0.192, -0.205, 0.715, -0.537, -0.480, 0.204, 0.231, 0.264], "e_homo_ha": -0.3556, "orbital_gap_ha": 0.35750}

2.
{"formula": "C3HF3O", "method": "ωB97M-V with the def2-TZVPD basis set", "species": ["F", "F", "F", "O", "C", "C", "C", "H"], "coordinates": [[0.097, -1.503, 1.159], [-1.695, 0.313, 0.808], [-1.407, 0.396, -1.364], [1.563, 2.187, 0.173], [1.777, 1.076, 0.272], [-0.999, -0.137, -0.219], [0.064, -0.920, 0.018], [0.600, -1.413, -0.848]], "mulliken_charge": [-0.222, -0.209, -0.221, -0.161, 0.160, 0.505, -0.186, 0.335], "e_homo_ha": -0.3527, "orbital_gap_ha": 0.38854}

3.
{"formula": "C6H11FN2", "method": "ωB97M-V with the def2-TZVPD basis set", "species": ["F", "N", "N", "C", "C", "C", "C", "C", "C", "H", "H", "H", "H", "H", "H", "H", "H", "H", "H", "H"], "coordinates": [[1.365, -1.550, 0.338], [1.216, -0.260, -1.623], [-2.119, -0.275, -0.924], [-2.514, 0.709, 1.237], [-0.143, 0.481, 0.311], [2.295, -0.887, -2.321], [0.572, 0.438, 1.769], [-1.613, 0.227, 0.107], [0.855, -0.538, -0.444], [-2.589, 1.767, 1.462], [-1.494, -0.585, -1.692], [1.564, 0.840, 1.568], [1.949, -1.727, -2.937], [0.114, 1.394, -0.247], [2.994, -1.371, -1.653], [0.212, 1.189, 2.500], [-3.522, 0.458, 0.961], [-2.201, 0.281, 2.320], [0.376, -0.522, 2.249], [2.682, -0.069, -2.981]], "mulliken_charge": [-0.286, -0.321, -0.769, -1.218, 0.690, -0.833, -1.508, 0.566, 0.190, 0.316, 0.261, 0.436, 0.282, 0.208, 0.310, 0.407, 0.402, 0.239, 0.344, 0.284], "e_homo_ha": -0.3550, "orbital_gap_ha": 0.38569, "smiles": "[H]/N=C(/C)[C@@H](C)/C(F)=N/C"}

4.
{"formula": "C27H24CoN5O2Se", "method": "ωB97M-V with the def2-TZVPD basis set", "species": ["Se", "Co", "O", "O", "N", "N", "N", "N", "N", "C", "C", "C", "C", "C", "C", "C", "C", "C", "C", "C", "C", "C", "C", "C", "C", "C", "C", "C", "C", "C", "C", "C", "C", "C", "C", "C", "H", "H", "H", "H", "H", "H", "H", "H", "H", "H", "H", "H", "H", "H", "H", "H", "H", "H", "H", "H", "H", "H", "H", "H"], "coordinates": [[-2.968, 1.569, 1.815], [-1.368, -0.264, 0.958], [4.876, -0.838, 5.297], [5.391, -0.163, 3.339], [4.574, -0.414, 4.192], [-2.033, -1.768, -0.151], [0.710, -0.037, 1.099], [-1.086, 0.261, -1.737], [-0.865, -0.781, 3.076], [-1.337, -1.051, 5.380], [-3.423, -3.508, -0.634], [-0.031, -0.953, 5.690], [-0.434, 1.096, -2.716], [0.289, -1.062, -3.984], [2.708, -0.106, 2.520], [-2.063, -0.436, -2.204], [-0.894, 3.041, -1.195], [1.340, -0.263, 2.276], [0.925, -0.719, 4.678], [3.159, -0.373, 3.863], [1.075, -1.689, -2.812], [2.844, 0.496, 0.153], [0.444, 3.261, -3.403], [0.811, 1.285, -4.728], [0.969, 2.670, -4.553], [1.466, 0.338, 0.045], [-2.551, -2.954, 0.298], [-0.251, 2.482, -2.460], [0.416, -0.621, 3.362], [-1.761, -0.959, 4.047], [3.425, 0.274, 1.366], [0.138, 0.440, -3.822], [-2.384, 3.181, -1.448], [-2.612, -1.533, -1.402], [-3.450, -2.614, -1.709], [2.333, -0.596, 4.876], [-2.950, 3.578, -0.533], [-2.571, 3.792, -2.340], [0.934, -2.768, -2.903], [0.722, -1.282, -4.966], [-0.726, 2.410, -0.343], [-2.530, -0.220, -3.170], [0.337, -1.036, 6.720], [-2.092, -1.216, 6.158], [2.119, -1.399, -2.887], [1.431, 3.227, -5.353], [0.453, 4.374, -3.337], [-2.226, -3.247, 1.266], [-4.034, -2.647, -2.613], [-0.662, -1.536, -4.032], [-3.970, -4.443, -0.455], [2.714, -0.650, 5.905], [0.604, -1.362, -1.887], [-2.813, 2.186, -1.645], [-0.398, 4.030, -1.004], [1.171, 0.845, -5.666], [3.438, 0.751, -0.718], [4.500, 0.349, 1.470], [0.972, 0.545, -0.894], [-2.808, -0.972, 3.852]], "mulliken_charge": [-0.472, 0.204, -0.618, -0.631, 1.026, 0.217, 0.011, 0.812, 0.075, -0.855, -0.869, -0.664, 0.224, -1.068, 0.874, -0.346, -0.009, 0.056, 1.020, -0.599, -0.660, -1.605, -0.742, -0.830, -0.877, 0.022, -0.441, 0.532, 0.314, -0.400, -0.469, 0.302, -1.059, -0.076, -0.670, -0.553, 0.270, 0.350, 0.392, 0.465, -0.346, 0.435, 0.429, 0.369, 0.306, 0.427, 0.339, 0.484, 0.482, 0.373, 0.374, 0.477, -0.087, 0.218, 0.453, 0.327, 0.548, 0.535, 0.595, 0.609], "s2": 6.0134, "e_homo_ha": [-0.2754, -0.2730], "spin_multiplicity": 5, "orbital_gap_ha": [0.20833, 0.20542]}

5.
{"formula": "C2H10N4S", "method": "ωB97M-V with the def2-TZVPD basis set", "species": ["S", "N", "N", "N", "N", "C", "C", "H", "H", "H", "H", "H", "H", "H", "H", "H", "H"], "coordinates": [[-8.654, -1.837, 0.216], [-8.847, -0.337, -0.321], [10.409, -0.734, 0.361], [-9.298, 0.665, 0.317], [9.689, 0.376, 0.308], [10.782, -1.621, -0.509], [-9.292, 1.961, -0.172], [11.509, -2.282, -0.138], [10.634, -1.548, -1.594], [9.596, 0.703, 1.290], [9.045, 0.583, -0.434], [10.836, -0.806, 1.242], [-8.820, -2.368, -1.013], [-10.222, 2.513, 0.101], [-9.443, 1.917, -1.285], [-9.634, 0.345, 1.706], [-8.290, 2.469, -0.073]], "mulliken_charge": [0.185, -0.215, 0.189, 0.029, -0.464, -0.093, -0.649, 0.276, 0.279, 0.292, 0.274, 0.247, 0.277, 0.322, 0.297, 0.462, 0.294], "s2": 2.0088, "e_homo_ha": [-0.5130, -0.6065], "total_charge": 2, "spin_multiplicity": 3, "orbital_gap_ha": [0.28754, 0.25900]}

6.
{"formula": "C15H25NO2", "method": "ωB97M-V with the def2-TZVPD basis set", "species": ["O", "O", "N", "C", "C", "C", "C", "C", "C", "C", "C", "C", "C", "C", "C", "C", "C", "C", "H", "H", "H", "H", "H", "H", "H", "H", "H", "H", "H", "H", "H", "H", "H", "H", "H", "H", "H", "H", "H", "H", "H", "H", "H"], "coordinates": [[1.357, -1.176, 1.278], [-1.171, -2.291, 2.147], [-0.831, 1.749, -1.441], [0.427, 1.320, -0.857], [1.095, -2.519, 1.144], [0.754, -0.087, -1.352], [-0.413, 4.149, -1.251], [1.729, -4.775, 0.528], [2.158, -0.560, -0.974], [-1.805, 3.003, 0.497], [-0.411, -4.369, 1.492], [-2.659, 3.238, -1.843], [-0.147, -3.005, 1.592], [-1.135, -0.886, 2.237], [2.012, -3.424, 0.620], [-1.405, 3.014, -0.990], [0.509, -5.252, 0.966], [2.401, -0.581, 0.540], [-0.041, 4.085, -2.270], [-0.905, 5.109, -1.117], [-0.306, -0.536, 2.854], [2.468, -5.446, 0.116], [-0.933, 2.891, 1.137], [-1.373, -4.709, 1.843], [0.429, 4.100, -0.565], [2.441, 0.441, 0.926], [3.365, -1.059, 0.761], [-1.523, 1.016, -1.313], [-2.080, -0.609, 2.707], [2.907, 0.097, -1.421], [-2.491, 2.181, 0.700], [2.300, -1.563, -1.382], [-3.392, 2.456, -1.657], [0.659, -0.098, -2.440], [0.272, -6.302, 0.899], [2.975, -3.074, 0.285], [-3.113, 4.198, -1.612], [-2.299, 3.935, 0.757], [0.021, -0.792, -0.951], [-2.394, 3.216, -2.896], [-1.073, -0.419, 1.252], [1.209, 2.008, -1.190], [0.411, 1.324, 0.245]], "mulliken_charge": [-0.399, -0.490, -0.324, -0.468, 1.280, -0.694, -1.911, -0.837, -0.678, -1.594, -0.526, -1.802, 0.284, -0.504, -0.641, 1.657, -0.486, -0.918, 0.401, 0.482, 0.239, 0.392, 0.350, 0.415, 0.373, 0.513, 0.356, 0.369, 0.335, 0.466, 0.339, 0.378, 0.418, 0.454, 0.373, 0.300, 0.420, 0.464, 0.206, 0.417, 0.089, 0.323, 0.180], "e_homo_ha": -0.2968, "orbital_gap_ha": 0.32623, "smiles": "COc1ccccc1OCCCCNC(C)(C)C"}